Entry 1:
{
  "formula": "C14H11BCl4N2O",
  "method": "the ωB97M-V functional and the def2-TZVPD basis",
  "symbols": ["C", "C", "N", "N", "C", "C", "C", "C", "C", "H", "H", "H", "H", "H", "H", "Cl", "B", "Cl", "Cl", "O", "C", "C", "C", "C", "C", "Cl", "C", "C", "H", "H", "H", "H", "H"],
  "coordinates": [[-1.3299, -1.0355, 1.1707], [-1.4011, -1.9250, 0.1168], [-1.5294, -2.6358, -0.8146], [-0.5086, -1.2706, 2.2461], [-0.4821, -0.3809, 3.3002], [0.3793, -0.5795, 4.3554], [1.2201, -1.6949, 4.3856], [1.1650, -2.5911, 3.3235], [0.2997, -2.3859, 2.2677], [-2.0046, -0.1814, 1.2050], [-1.1518, 0.4671, 3.1839], [0.3811, 0.1656, 5.1450], [1.9082, -1.8583, 5.2121], [1.7891, -3.4770, 3.2555], [0.2353, -3.0566, 1.4141], [2.4484, 3.3790, 1.2658], [2.5237, 1.8438, 0.2421], [4.0814, 1.7222, -0.7868], [2.2956, 0.3092, 1.3110], [1.3525, 1.8548, -0.6979], [1.1207, 0.9052, -1.5265], [0.0004, 1.0086, -2.4175], [-0.2658, -0.0163, -3.3536], [-1.3577, 0.0718, -4.2091], [-2.2000, 1.1960, -4.1395], [-3.5461, 1.3192, -5.1831], [-1.9434, 2.2264, -3.2179], [-0.8550, 2.1380, -2.3663], [1.8017, 0.0508, -1.5656], [0.4018, -0.8785, -3.3665], [-1.5795, -0.7144, -4.9285], [-2.5987, 3.0916, -3.1742], [-0.6503, 2.9327, -1.6530]],
  "forces_ev_per_a": [[-0.413, 0.708, 0.145], [-0.456, -1.240, -1.872], [0.423, 1.098, 1.463], [0.090, -0.282, 0.045], [0.277, -0.590, -0.471], [-0.121, -0.080, -0.155], [0.075, 0.013, 0.079], [-0.226, 0.048, -0.256], [0.008, 0.594, 0.455], [0.364, -0.320, 0.113], [0.248, -0.195, 0.157], [0.062, -0.183, -0.072], [-0.183, 0.088, -0.201], [-0.015, 0.186, 0.243], [-0.062, 0.277, 0.221], [-0.056, -0.441, -0.451], [0.848, -0.244, 0.785], [-0.506, 0.029, 0.279], [0.159, 0.298, -0.282], [-0.804, -1.168, -1.533], [0.060, 1.464, 0.759], [-0.485, 0.114, -0.258], [0.082, 0.194, 0.354], [-0.110, 0.241, 0.052], [0.976, -0.218, 0.649], [-0.153, -0.011, -0.128], [0.141, -0.104, 0.037], [0.011, -0.304, -0.162], [-0.084, 0.074, 0.109], [-0.295, 0.119, -0.131], [0.100, 0.176, 0.220], [0.081, -0.178, -0.059], [-0.035, -0.164, -0.130]],
  "mulliken_charge": [-0.070, -0.022, -0.604, 0.226, -0.226, -0.426, -0.332, -0.480, -0.124, 0.307, 0.294, 0.374, 0.387, 0.377, 0.320, -0.295, 0.574, -0.294, -0.193, -0.448, -0.191, 0.541, -0.295, -0.744, 0.486, -0.176, -0.668, -0.322, 0.385, 0.374, 0.395, 0.399, 0.471],
  "homo_ev": -7.236
}

---

Entry 2:
{
  "formula": "C14H11BeCl3N2SSiTe",
  "method": "the ωB97M-V functional and the def2-TZVPD basis",
  "symbols": ["Be", "C", "C", "C", "C", "N", "C", "C", "C", "C", "C", "C", "N", "H", "H", "H", "H", "H", "H", "H", "H", "Cl", "Si", "Cl", "Cl", "Te", "C", "C", "C", "C", "S", "H", "H", "H"],
  "coordinates": [[-0.1588, 0.4211, 0.3182], [0.1525, -0.6209, 4.2007], [-0.0764, 0.6403, 4.7386], [-0.1602, 1.7345, 3.8987], [-0.0564, 1.5363, 2.5295], [0.0885, 0.2959, 2.0145], [0.2297, -0.7457, 2.8283], [-0.0024, 2.5828, 1.5072], [-0.1000, 3.9558, 1.7259], [0.0702, 4.8139, 0.6648], [0.4195, 4.2955, -0.5851], [0.5113, 2.9336, -0.7319], [0.2614, 2.0866, 0.2739], [0.2564, -1.4903, 4.8322], [-0.1739, 0.7707, 5.8078], [-0.3049, 2.7298, 4.2926], [0.4003, -1.7013, 2.3481], [-0.3288, 4.3285, 2.7137], [-0.0520, 5.8798, 0.7986], [0.6081, 4.9454, -1.4262], [0.7823, 2.4721, -1.6729], [0.7825, -2.9693, -0.6392], [0.9255, -0.9410, -0.9573], [1.0954, -0.7212, -2.9988], [2.8608, -0.5189, -0.2759], [-2.5425, 1.2520, 0.2762], [-4.3048, 0.1788, -0.1609], [-5.1097, 0.2835, -1.2569], [-6.3241, -0.4440, -1.1399], [-6.4324, -1.0905, 0.0512], [-5.0521, -0.8206, 1.0342], [-4.8355, 0.8527, -2.1340], [-7.0857, -0.4675, -1.9062], [-7.2344, -1.7160, 0.4094]],
  "forces_ev_per_a": [[-0.572, -0.136, -0.322], [-0.072, 0.252, 0.141], [0.037, -0.242, -0.006], [0.010, 0.203, -0.328], [0.054, -0.521, 0.598], [0.130, 0.463, 0.176], [-0.103, -0.235, -0.225], [0.318, 0.598, -0.591], [-0.093, -0.421, 0.261], [0.157, -0.027, -0.399], [-0.083, 0.264, 0.346], [-0.094, -0.422, -0.183], [0.113, 0.414, 0.663], [0.013, -0.020, -0.019], [0.025, -0.004, 0.008], [0.013, -0.004, 0.029], [-0.074, -0.009, -0.006], [-0.025, 0.022, -0.009], [0.051, 0.011, 0.021], [0.008, -0.019, -0.021], [-0.119, 0.003, -0.035], [-0.173, -0.437, 0.052], [0.187, 0.200, 0.205], [-0.121, 0.076, -0.287], [0.474, 0.064, 0.083], [-0.439, 0.023, -0.282], [0.224, -0.192, 0.380], [0.153, 0.027, -0.154], [-0.087, -0.005, 0.016], [0.110, -0.090, 0.192], [0.005, 0.135, -0.275], [0.003, 0.054, 0.043], [0.006, -0.039, -0.006], [-0.038, 0.016, -0.065]],
  "mulliken_charge": [-0.050, -0.745, -0.424, -0.694, 0.565, 0.252, -0.111, 0.669, -0.680, -0.512, -0.696, -0.216, 0.140, 0.405, 0.438, 0.356, 0.378, 0.376, 0.436, 0.407, 0.393, -0.287, 0.444, -0.282, -0.344, 0.157, -0.016, -0.435, -0.423, -0.462, -0.131, 0.380, 0.341, 0.372],
  "homo_ev": -7.203
}

---

Entry 3:
{
  "formula": "C14H11BrNO7Ru",
  "method": "the ωB97M-V functional and the def2-TZVPD basis",
  "symbols": ["Ru", "O", "C", "O", "C", "C", "C", "C", "C", "O", "C", "C", "O", "O", "H", "H", "H", "H", "H", "H", "H", "H", "Br", "C", "C", "C", "C", "C", "N", "C", "O", "O", "H", "H", "H"],
  "coordinates": [[-0.4431, -0.2652, 0.1329], [2.2681, -1.1269, -2.4409], [1.9458, -0.6930, -1.3683], [1.1658, -1.3136, -0.4896], [2.4695, 0.6533, -0.8900], [2.4502, 0.7403, 0.6329], [3.2602, 1.9513, 1.1002], [2.3220, 3.1278, 0.7080], [1.1398, 2.3821, 0.0868], [1.0864, 1.1756, 0.9019], [1.5382, 1.8326, -1.2823], [0.3255, 1.3716, -2.0720], [0.3626, 1.3033, -3.2700], [-0.7354, 1.0981, -1.3189], [3.4646, 0.7389, -1.3203], [2.6508, -0.1910, 1.1489], [4.2365, 1.9903, 0.6214], [3.3986, 1.9074, 2.1788], [2.7689, 3.8271, 0.0042], [1.9944, 3.6772, 1.5884], [0.1855, 2.8939, 0.1184], [2.0302, 2.5685, -1.9142], [-1.3975, -2.0062, -2.4620], [-2.4600, -2.3376, -0.9703], [-3.5551, -3.1805, -0.9760], [-4.2658, -3.3154, 0.2078], [-3.8677, -2.6353, 1.3491], [-2.7659, -1.8146, 1.2659], [-2.0880, -1.6714, 0.1253], [-2.2110, -0.9894, 2.4055], [-2.7000, -1.0876, 3.5009], [-1.2176, -0.2261, 2.0456], [-3.8365, -3.7018, -1.8780], [-5.1341, -3.9609, 0.2369], [-4.3860, -2.7230, 2.2928]],
  "forces_ev_per_a": [[-0.258, 0.190, 2.630], [-0.181, -0.456, 0.042], [0.464, 0.406, 0.457], [-0.680, -1.024, -0.234], [0.144, -0.339, 0.007], [0.564, 0.301, 0.042], [-0.249, 0.020, 0.101], [-0.066, -0.195, 0.156], [0.461, 0.467, -0.052], [-0.717, -0.651, -0.707], [-0.248, 0.213, -0.140], [0.298, 0.540, 0.442], [-0.459, -0.071, -0.113], [-1.115, -0.512, -0.463], [0.033, 0.227, 0.086], [-0.093, -0.019, 0.045], [-0.008, -0.003, -0.007], [0.067, 0.042, -0.006], [-0.004, -0.006, -0.002], [0.053, 0.041, -0.003], [-0.055, -0.064, 0.055], [0.187, 0.010, 0.133], [-0.118, -0.255, -0.482], [0.133, 0.194, 0.153], [-0.033, 0.018, 0.126], [-0.046, -0.110, -0.052], [-0.031, -0.038, 0.042], [0.230, 0.175, -0.049], [0.745, 0.354, -1.282], [-0.329, -0.444, -0.593], [0.174, 0.258, 0.233], [1.111, 0.695, -0.571], [0.001, 0.005, -0.003], [0.011, 0.002, 0.002], [0.017, 0.030, 0.007]],
  "mulliken_spin": [0.760, 0.025, -0.005, 0.096, -0.003, 0.005, 0.001, 0.001, 0.006, -0.008, -0.005, -0.002, 0.025, 0.099, -0.001, -0.002, 0.000, 0.000, 0.000, 0.000, -0.002, -0.001, -0.001, 0.015, -0.004, 0.008, -0.005, 0.012, -0.031, -0.006, 0.027, -0.003, 0.000, 0.000, 0.000],
  "spin_multiplicity": 2,
  "homo_ev": [-8.756, -9.542]
}

---

ΔE to the lowest compared entry with this formula, charge and spin (computed, kJ/mol): 199.9; 67.1; 195.6
E (computed, eV): -70492.2227; -81657.6053; -103142.3898